[1]
Density functional theory data (ωB97M-V/def2-TZVPD) for C25H35N5O3 as an isolated structure in a non-equilibrium geometry.

The value obtained for the HOMO-LUMO gap is 0.29374 Ha. Its spin multiplicity is 1. Its relative energy (zero: lowest compared OMol25 entry of this formula, charge and spin) is 26.493 eV. The highest occupied orbital energy comes out at -0.29215 Eh.

XYZ file:
```
68
Properties=species:S:1:pos:R:3:forces:R:3:lowdin_charge:R:1
C 0.15822 -1.22838 -0.73744 -3.830 0.492 -3.091 -0.0031
C -0.13889 -1.20730 0.60538 -1.105 -0.900 5.624 -0.1769
C 0.48820 -1.81841 1.64402 5.471 -3.650 0.528 -0.0442
C 1.86868 -2.67304 1.52743 2.871 -1.476 -2.504 -0.0667
O 2.58835 -2.80623 0.36112 -4.377 1.048 6.404 -0.0787
N 2.41679 -3.39985 2.68262 -9.879 7.925 -1.494 -0.0863
C 1.87775 -3.53711 4.03476 -7.758 -3.227 -3.138 -0.1818
C 2.40344 -4.82982 4.54434 4.324 2.973 4.987 -0.1306
H 2.01417 -5.79036 4.26358 -0.497 0.052 -0.216 0.1013
C 3.88529 -4.52047 3.94203 0.326 -3.501 5.767 -0.1959
C 3.41447 -4.12115 2.71381 12.449 -5.809 -11.755 -0.4719
H 3.33422 -5.12460 1.97695 -0.041 1.896 1.538 0.1810
H 4.42166 -3.57132 1.94764 -2.571 -1.298 2.128 0.2077
H 4.31397 -3.67692 4.56993 -0.147 -1.244 -0.664 0.1390
H 4.43452 -5.53660 3.97902 -0.169 2.210 -0.253 0.1464
H 2.55294 -4.64364 5.76877 -0.830 -1.228 -3.093 0.1702
H 1.90024 -2.63132 4.47567 0.561 2.467 2.511 0.0859
H 0.70447 -3.80049 3.87804 2.161 1.204 0.458 0.1645
O -0.09862 -1.62916 2.88999 7.757 -4.890 1.691 0.1350
C -1.00291 -0.82101 2.82476 -3.347 0.528 -8.960 -0.2823
C -1.19011 -0.74823 1.35766 -3.907 5.845 4.061 -0.0064
C -2.23186 0.24740 1.17801 -0.626 -1.781 -9.909 -0.1230
N -2.79962 0.49349 -0.15139 4.437 -1.516 1.406 0.1159
N -3.67285 1.41089 0.08269 -0.357 -1.562 -14.605 -0.1933
C -4.13923 1.48342 1.18648 -0.710 4.223 10.388 -0.0407
C -3.01559 0.97933 1.89636 -0.471 -0.758 7.361 -0.1684
C -2.44808 0.88592 3.29470 -8.081 0.951 3.446 -0.1399
H -2.05023 1.73359 3.62535 3.181 3.473 0.616 0.0655
H -3.37628 1.11139 4.11345 1.557 -0.818 -1.994 0.1821
C -1.90130 -0.36788 3.78426 -4.178 -3.355 -0.452 -0.1252
H -2.85438 -1.21322 3.93920 2.455 2.001 -0.725 0.2204
H -1.44867 -0.46176 4.68262 1.236 0.803 3.320 0.0978
H -4.68201 2.37930 1.54415 -0.224 -0.958 -0.435 0.1572
C -4.28471 1.81881 -1.28392 -6.872 2.564 4.412 -0.0295
H -4.72306 1.02508 -1.84650 -0.314 -1.207 0.491 0.1052
H -5.37839 2.58860 -0.80082 3.446 -2.322 -1.987 0.2322
C -3.51409 2.58954 -2.21115 3.722 8.990 1.222 -0.4158
O -3.63222 4.00098 -2.35395 -0.473 -6.928 -0.242 -0.1503
N -2.32557 2.04155 -2.35026 2.338 -0.764 -1.247 0.0784
H -2.16913 1.17909 -1.68683 -0.067 1.422 -1.609 0.1290
C -1.05904 2.80745 -3.05808 1.852 -12.574 4.368 -0.0714
H -1.45767 3.57091 -3.39163 -3.549 7.330 -3.963 0.0069
C -0.04824 3.09360 -1.97872 -0.471 3.050 -3.551 -0.1535
H 0.17496 2.34006 -1.30675 0.459 -1.642 1.033 0.0592
H -0.54643 3.92080 -1.47063 0.787 0.282 0.501 0.1204
C 1.19587 3.54269 -2.88651 3.395 -4.857 9.357 -0.1053
N 1.84191 2.33484 -3.43584 -3.914 0.826 4.165 -0.2641
C 2.61166 1.55551 -2.54577 -4.340 -2.534 3.788 -0.2106
C 2.71406 0.05543 -3.04231 7.995 4.928 3.085 -0.1743
C 3.67734 0.25997 -4.13155 -0.543 -1.516 -7.219 -0.1819
C 2.84113 1.21148 -5.24543 10.198 4.198 5.390 -0.1213
C 2.49591 2.51577 -4.54431 3.235 4.107 -6.205 -0.3296
H 1.83174 3.22687 -5.34762 1.858 -1.731 2.041 0.1804
H 3.58665 3.17455 -4.29834 -2.302 -1.345 -0.942 0.1736
H 2.05562 0.89227 -5.59178 -8.060 -4.242 -3.624 0.0055
H 3.49745 1.63259 -5.98747 0.452 -0.829 -0.877 0.0980
H 3.90047 -0.73134 -4.81365 -0.264 2.068 1.895 0.1422
H 4.67525 0.74220 -3.93652 -1.285 -0.456 0.282 0.1173
H 1.83148 -0.35964 -3.22901 -3.347 -2.035 -0.421 0.0731
H 3.46952 -0.19570 -2.24174 -1.837 -1.608 -0.010 0.1382
H 1.91874 1.28324 -1.62554 1.229 1.327 -1.201 0.1273
H 3.47807 2.06803 -2.09592 0.334 -0.337 -0.631 0.1280
H 0.95085 4.17126 -3.59394 -0.901 3.620 -3.401 0.0457
H 2.01112 3.89394 -1.88066 -1.895 0.096 -3.413 0.1954
H -0.59309 1.93395 -3.75151 -1.374 2.553 1.024 0.1692
H -0.60716 -1.81340 -1.28869 0.271 0.524 0.105 0.1432
H 0.25645 -0.27464 -1.16230 -0.321 1.582 -0.664 0.0698
H 1.01475 -1.66574 -0.87403 4.877 -2.657 -0.898 0.0147
```
Positions in Å, forces in eV/Å.



[2]
Density functional theory data (ωB97M-V/def2-TZVPD) for C25H35O6PS2 as an isolated structure in a non-equilibrium geometry.

The value obtained for the HOMO-LUMO gap is 0.31257 Ha. Its spin multiplicity is 1. The highest occupied orbital energy comes out at -0.33084 Eh.

XYZ file:
```
69
Properties=species:S:1:pos:R:3:forces:R:3:lowdin_charge:R:1
C 7.75678 -1.20788 1.48785 -1.105 0.407 -0.330 -0.1308
C 7.49713 0.08263 0.45608 0.142 -1.707 0.678 -0.3744
C 7.62227 -0.54046 -1.06343 -0.460 0.387 0.133 -0.1148
C 6.01364 0.66603 0.83841 1.099 0.628 0.606 -0.1805
C 5.52843 1.96419 -0.03897 -1.744 -0.223 -0.185 -0.2564
C 4.99664 1.55908 -1.57221 -0.104 0.406 0.273 -0.0813
C 4.16317 2.54575 0.73265 1.773 0.098 0.819 -0.1103
O 3.21245 1.39378 0.73262 5.598 -0.206 1.477 -0.3010
O 2.05199 1.74533 0.25449 -5.865 0.110 -1.578 -0.3743
S 0.93200 1.01020 1.36332 -4.864 2.894 0.562 1.0791
O -0.50481 1.56614 1.07068 5.901 -2.779 0.566 -0.4520
O 0.89627 -0.69360 1.14625 1.372 -0.465 -3.634 -0.5235
P 1.05589 -1.13053 -0.53190 -0.217 -1.143 -3.227 0.3570
O 2.73505 -1.04172 -1.10445 -2.659 -1.871 3.320 -0.2654
O 0.60751 -2.83497 -0.75172 1.716 2.664 0.052 -0.2793
S -0.05253 -0.10816 -1.76170 0.934 -0.403 1.102 0.3493
H 6.82112 -1.93057 1.33833 2.133 1.299 0.269 0.0861
H 7.71014 -0.86346 2.61284 0.374 -0.695 -2.230 0.0804
H 8.74871 -1.77053 1.21423 -1.955 1.137 0.719 0.0788
H 8.35402 0.85322 0.66523 -1.768 -1.248 -0.543 0.1342
H 8.40306 -1.43779 -1.10147 -1.602 2.153 0.050 0.0875
H 7.91148 0.32787 -1.79690 -0.447 -1.873 1.230 0.0803
H 6.57134 -0.95696 -1.41176 2.197 0.764 0.751 0.0751
H 5.25515 -0.23321 0.85130 1.299 1.933 -0.387 0.1209
H 6.08340 1.03779 1.96996 -0.115 -0.807 -2.310 0.1276
H 6.34460 2.82283 -0.09628 -1.688 -1.908 0.329 0.1523
H 5.73097 1.95643 -2.39480 -1.313 -0.967 1.615 0.0828
H 4.86276 0.39605 -1.63938 0.209 2.450 -0.027 0.0603
H 3.94623 2.08172 -1.77808 2.256 -1.252 0.448 0.0964
H 3.73557 3.50692 0.22028 0.522 -2.091 0.909 0.1450
H 4.40747 2.73831 1.88200 -0.556 -0.153 -2.462 0.1418
H 3.22066 -1.73364 -0.54965 -0.501 1.187 -1.036 0.0874
H 0.64748 -2.98586 -1.75629 -0.088 0.668 1.969 0.0935
C -3.87436 -3.69070 1.05842 0.081 0.162 -0.021 -0.0975
C -4.76978 -2.64682 0.82753 0.143 0.035 0.005 -0.1020
C -4.30142 -1.33861 0.70896 0.163 -0.184 0.026 -0.0867
C -2.93515 -1.07540 0.81157 -0.075 -0.104 0.031 -0.0823
C -2.03937 -2.11985 1.03872 -0.222 -0.051 0.020 -0.0999
C -2.50874 -3.42687 1.16656 -0.139 0.150 -0.043 -0.0873
H -4.24011 -4.70967 1.15417 0.043 0.133 -0.006 0.0982
H -5.83368 -2.85290 0.74073 0.141 0.023 0.050 0.0817
H -5.00006 -0.52460 0.53575 0.096 -0.101 0.014 0.1002
H -2.56946 -0.05661 0.71431 0.004 -0.152 -0.002 0.0854
H -0.97450 -1.91476 1.11703 -0.470 -0.129 0.082 0.0511
H -1.81116 -4.23956 1.34902 -0.078 0.103 -0.043 0.1013
C -0.80322 4.42044 0.82956 -0.176 0.184 -0.008 -0.0832
C -1.69864 5.46432 0.59867 0.265 0.130 0.017 -0.0854
C -1.23028 6.77253 0.48010 0.134 -0.122 0.016 -0.0994
C 0.13599 7.03574 0.58271 -0.079 -0.142 0.003 -0.1024
C 1.03177 5.99129 0.80986 -0.157 -0.054 0.001 -0.0975
C 0.56240 4.68427 0.93770 -0.225 0.224 -0.010 -0.0882
H -1.16897 3.40147 0.92531 0.100 0.526 -0.060 0.0657
H -2.76254 5.25823 0.51187 0.164 0.023 0.022 0.1010
H -1.92892 7.58654 0.30689 0.102 -0.097 0.013 0.0982
H 0.50168 8.05452 0.48545 -0.049 -0.142 0.015 0.0976
H 2.09664 6.19638 0.88817 -0.139 -0.002 0.001 0.0954
H 1.25998 3.87157 1.12016 -0.129 0.188 -0.046 0.0656
C -10.36117 -3.83330 -1.95096 0.179 -0.051 0.044 -0.0986
C -9.52121 -2.77093 -1.61838 0.048 -0.149 0.014 -0.0962
C -8.19521 -3.01451 -1.26175 -0.106 -0.177 -0.049 -0.0970
C -7.70602 -4.32103 -1.24729 -0.182 0.053 -0.034 -0.0967
C -8.54502 -5.38306 -1.58353 -0.065 0.148 0.006 -0.0962
C -9.87361 -5.14025 -1.93116 0.116 0.167 0.037 -0.0988
H -11.39547 -3.64337 -2.22554 0.152 -0.026 0.040 0.0992
H -9.90060 -1.75228 -1.63634 0.057 -0.158 0.010 0.1001
H -7.54284 -2.18711 -0.99616 -0.073 -0.103 -0.060 0.0928
H -6.67134 -4.51062 -0.97414 -0.129 0.032 -0.049 0.0911
H -8.16318 -6.40103 -1.57379 -0.061 0.160 0.003 0.0998
H -10.52844 -5.96836 -2.18770 0.090 0.111 0.028 0.0989
```
Positions in Å, forces in eV/Å.



Question: Which of these has the highest highest occupied orbital energy?
Answer: C25H35N5O3